[1]
DFT (the ωB97M-V functional and the def2-TZVPD basis) results for 8 unconnected molecules or ions with the total composition C17H51BClO9S8 at a distorted geometry.

Its net charge is +1. Its highest occupied orbital energy is -10.05 eV.

Geometry (Å):
Cl1 -2.85057 -0.31862 0.87565
S1 -2.73631 4.42080 0.19782
S2 2.04709 0.40124 -5.95585
S3 -3.85168 9.61827 1.67087
S4 -7.10516 3.91522 1.71666
S5 3.79700 -1.84043 2.34529
S6 3.19496 -6.09356 0.25846
S7 -2.85263 -0.95455 -1.06943
S8 6.00354 -8.97341 2.14966
O1 7.08780 -8.45223 1.26625
O2 3.88987 -5.93784 1.57216
O3 -1.66202 4.86743 -0.73772
O4 -2.49484 9.45739 2.26891
O5 -1.28696 -2.57913 -2.73066
O6 -0.08572 -1.84171 -0.80400
O7 1.24763 0.46600 -4.69360
O8 3.11830 -1.06294 1.26312
O9 -5.86955 4.74369 1.83206
C1 -2.00603 3.20011 1.30828
C2 1.61323 1.84799 -6.93955
C3 -4.28214 11.36608 1.77426
C4 -6.67084 2.23322 2.20260
C5 -7.34196 3.54748 -0.03253
C6 4.46154 -6.11091 -1.02290
C7 5.74113 -7.76021 3.45510
C8 6.73403 -10.23081 3.21609
C9 1.46666 -0.09606 -1.74176
C10 2.73971 -7.82989 0.09080
C11 -2.82028 0.59462 -2.07628
C12 -3.65733 9.58348 -0.12292
C13 -2.93783 5.70348 1.44411
C14 1.25088 -0.80372 -7.03474
C15 3.73071 -0.84190 3.84501
C16 0.43876 -0.50066 -0.61892
C17 2.63901 -3.10068 2.90816
B1 -1.25931 -1.85437 -1.52245
H1 4.00155 -6.34461 -1.98375
H2 -0.36443 0.29124 -0.66195
H3 -2.87184 0.29655 -3.14486
H4 2.08356 1.77335 -7.92042
H5 0.19018 -0.56947 -7.13378
H6 -3.62738 5.35684 2.21247
H7 0.88448 -0.42607 0.39712
H8 1.98433 2.73412 -6.42690
H9 -1.97056 5.94709 1.88501
H10 7.62004 -9.82919 3.70864
H11 5.22529 -6.85155 -0.77875
H12 1.73306 -0.78950 -8.01248
H13 6.00060 -10.54793 3.95832
H14 5.04076 -8.16269 4.18868
H15 4.91527 -5.12184 -1.06906
H16 2.33852 -8.00425 -0.90822
H17 -1.76011 2.31271 0.72573
H18 2.42317 -0.62521 -1.54203
H19 -3.34702 8.58114 -0.41553
H20 1.68093 -2.64144 3.15854
H21 1.97524 -8.05707 0.83281
H22 2.49864 -3.82150 2.10451
H23 -4.61137 9.81984 -0.59594
H24 -7.51666 1.57093 2.01433
H25 6.69234 -7.52022 3.93248
H26 -4.41455 11.62402 2.82385
H27 -3.35017 6.58750 0.96277
H28 7.01592 -11.08262 2.59866
H29 -8.16546 2.84156 -0.14690
H30 3.61330 -8.46017 0.26229
H31 1.57297 1.01320 -1.65122
H32 -2.22252 -2.64253 -2.98259
H33 4.10654 -1.42555 4.68579
H34 -1.87903 1.17495 -1.91824
H35 -5.21458 11.54303 1.23692
H36 1.06706 -0.29084 -2.76491
H37 5.31966 -6.86323 3.00538
H38 -1.09765 3.59992 1.76032
H39 -6.42476 3.13012 -0.45116
H40 2.70454 -0.52432 4.03472
H41 -5.79664 1.89914 1.64050
H42 3.05060 -3.60980 3.77965
H43 -2.72807 2.93760 2.08372
H44 0.52974 1.91414 -7.04441
H45 1.36566 -1.79081 -6.58901
H46 -7.58664 4.47538 -0.54706
H47 -6.44153 2.23306 3.26728
H48 4.36178 0.03401 3.70159
H49 -3.65817 1.25414 -1.75248
H50 -3.48060 11.97099 1.34894
H51 -2.89667 10.30299 -0.42745

[2]
DFT (the ωB97M-V functional and the def2-TZVPD basis) results for a molecular structure, C24H24BN6O2PSeTl.

Its net charge is +1. Its highest occupied orbital energy is -10.13 eV.

Geometry (Å):
Tl1 -0.54141 0.74382 0.03421
Se1 -2.85652 1.19203 1.11720
P1 1.25305 -2.08804 2.12751
O1 -0.82745 -0.05533 -2.86331
O2 0.76036 1.60289 -2.84517
N1 1.92950 -0.19823 0.19398
N2 0.55753 -0.52381 4.33605
N3 0.17544 0.50568 2.43098
N4 3.59374 -1.56776 0.64378
N5 -0.84364 -1.64549 0.27453
N6 -0.71311 -3.72007 0.96909
C1 0.57299 1.15921 -4.15212
C2 0.98094 -1.52687 5.30918
C3 -1.74500 -3.66363 0.07090
C4 4.04846 -0.68263 -0.29429
C5 -0.16099 -0.02512 -6.49430
C6 1.19161 1.60084 -5.29553
C7 2.29958 -1.24293 0.90620
C8 -3.08715 4.02742 1.49953
C9 -3.02226 3.01931 0.54395
C10 -0.25714 -4.92788 1.65335
C11 0.62111 -0.61288 2.98170
C12 -3.22285 4.67661 -1.19493
C13 -0.18471 1.33553 3.45347
C14 -3.22397 5.35344 1.10789
C15 4.35968 -2.67441 1.20935
C16 -0.37986 0.16446 -4.16415
C17 -3.28702 5.68161 -0.23864
C18 -0.77957 -0.45672 -5.32170
C19 -1.82086 -2.36941 -0.34917
C20 -3.09941 3.34977 -0.80686
C21 3.00818 0.16067 -0.56443
C22 -0.18287 -2.47518 1.06684
C23 0.80220 0.98002 -6.48135
C24 0.05874 0.71415 4.64144
B1 -0.10443 0.84222 -2.10171
H1 0.75311 -5.18554 1.34420
H2 -2.33503 -4.52999 -0.17361
H3 -0.92598 -5.74072 1.38722
H4 1.25637 1.29083 -7.41233
H5 0.41430 -2.44629 5.18204
H6 2.04295 -1.73722 5.20647
H7 3.89030 -3.62576 0.96952
H8 0.79407 -1.13468 6.30413
H9 4.44166 -2.57168 2.28890
H10 -3.28127 4.92538 -2.24709
H11 -0.43997 -0.47926 -7.43524
H12 -3.39375 6.71464 -0.54255
H13 2.97087 0.98673 -1.25630
H14 -1.53238 -1.23252 -5.31959
H15 -3.03445 3.77380 2.55085
H16 -2.50514 -1.91679 -1.04714
H17 -0.60508 2.31043 3.27400
H18 1.93420 2.38613 -5.27299
H19 -3.27906 6.13117 1.85891
H20 5.35545 -2.65623 0.77675
H21 -0.28254 -4.78838 2.73123
H22 5.05436 -0.72510 -0.67561
H23 -3.07545 2.56530 -1.55390
H24 -0.09043 1.03243 5.65868

[3]
DFT (the ωB97M-V functional and the def2-TZVPD basis) results for a molecular structure, C5H7CuFO4S at a distorted geometry.

Its net charge is +2. Its highest occupied orbital energy (spin up / spin down) is -19.04 / -19.04 eV. The value obtained for the relative energy (zero: lowest compared OMol25 entry of this formula, charge and spin) is 0.0 kJ/mol. Its spin multiplicity is 2.

Geometry (Å):
Cu1 1.92988 2.46810 1.63097
S1 -2.61371 -1.16326 0.36746
F1 1.97219 1.27997 -0.42363
O1 0.06758 1.30502 0.99933
O2 -1.83642 0.24163 -1.65789
O3 -1.49602 1.28863 2.70586
O4 -2.06257 1.35876 0.44907
C1 1.16424 0.16634 -0.82626
C2 -1.53547 0.28107 -0.30214
C3 -0.03217 0.10287 0.19557
C4 -1.21565 1.33209 1.60640
C5 2.06619 -1.10553 -0.63579
H1 0.85176 0.30885 -1.87995
H2 -2.22529 -0.63572 -1.83851
H3 -1.84135 -2.30685 0.31123
H4 -0.03130 -0.70313 0.96414
H5 2.66083 -1.33626 -1.54167
H6 2.78487 -0.94553 0.20522
H7 1.39241 -1.93704 -0.32940

[4]
DFT (the ωB97M-V functional and the def2-TZVPD basis) results for a single C5H6O2 molecule.

As for the SMILES: C#CC(=O)[C@@H](C)O. Its highest occupied orbital energy is -10.30 eV. The value obtained for the relative energy (zero: lowest compared OMol25 entry of this formula, charge and spin) is 232.0 kJ/mol.

Geometry (Å):
O1 -1.43209 -1.34057 0.28305
O2 0.30557 -0.62048 -1.88000
C1 -0.59869 -0.20293 0.31494
C2 0.52342 -0.33420 -0.72435
C3 2.96921 -0.04051 0.29211
C4 -1.47400 0.99487 -0.02092
C5 1.87674 -0.13521 -0.20872
H1 -1.97202 0.80217 -0.97519
H2 -0.88697 1.91534 -0.10082
H3 -0.88083 -2.13122 0.22478
H4 -0.13813 -0.07451 1.30718
H5 -2.23223 1.12615 0.75603
H6 3.94001 0.04110 0.73189

[5]
DFT (the ωB97M-V functional and the def2-TZVPD basis) results for 3 unconnected molecules or ions with the total composition C15H22FO7PS2.

As for the SMILES: CP(O)C1=CC(=O)C(F)=CC1=O.O=S1(=O)CCCC1.O=S1(=O)CCCC1. Its highest occupied orbital energy is -8.32 eV.

Geometry (Å):
S1 3.87064 -2.07588 0.47846
S2 -0.12860 1.72335 1.89764
P1 -1.18711 -0.80155 -1.61204
F1 -6.76678 -2.86597 -1.49366
O1 2.55274 -2.35536 -0.03638
O2 -4.84156 -4.23798 -2.88240
O3 -0.89919 -0.10319 -3.09137
O4 -0.84990 0.64570 1.27563
O5 -3.75892 0.63880 -2.03133
O6 1.30253 1.64511 2.07776
O7 4.55555 -3.03494 1.30697
C1 -0.91803 2.14117 3.46025
C2 -1.76986 3.76478 1.80073
C3 4.73431 -0.08236 -0.98637
C4 -5.31905 -1.03439 -1.50961
C5 -5.58075 -2.32046 -1.71530
C6 4.92098 -1.59371 -0.88977
C7 -1.46760 3.56345 3.29264
C8 3.84125 -0.47096 1.28621
C9 -0.54601 3.24595 1.05387
C10 -2.84444 -1.53608 -1.86862
C11 -4.54162 -3.24670 -2.26256
C12 -3.13583 -2.82954 -2.06143
C13 4.75670 0.43777 0.45791
C14 -0.06918 -2.22938 -1.72348
C15 -3.96047 -0.53827 -1.81929
H1 -0.71828 4.28935 3.61403
H2 5.77682 0.39022 0.84479
H3 4.42984 1.47456 0.52023
H4 -2.36736 -3.59186 -2.10288
H5 -0.72775 3.02754 0.00417
H6 5.94439 -1.85597 -0.62333
H7 4.18529 -0.59620 2.30939
H8 -6.06674 -0.33640 -1.15513
H9 -1.07825 0.84105 -2.99268
H10 -0.17826 2.06534 4.25292
H11 2.81102 -0.11949 1.28506
H12 -1.96555 4.80937 1.56417
H13 4.61520 -2.13609 -1.78128
H14 -1.71096 1.41421 3.62357
H15 0.30253 3.92200 1.15748
H16 0.03047 -2.71045 -0.75431
H17 3.76980 0.14373 -1.44647
H18 -2.35330 3.71355 3.90781
H19 0.88178 -1.81695 -2.05964
H20 -2.65023 3.18473 1.51645
H21 5.51250 0.37529 -1.59559
H22 -0.39278 -2.93689 -2.49318

[6]
DFT (the ωB97M-V functional and the def2-TZVPD basis) results for 3 unconnected molecules or ions with the total composition CH7O2S.

Its net charge is -1. Its highest occupied orbital energy is -3.00 eV. The value obtained for the relative energy (zero: lowest compared OMol25 entry of this formula, charge and spin) is 0.0 kJ/mol.

Geometry (Å):
S1 -0.46877 0.36736 -0.13750
O1 1.71028 2.69208 -0.70919
O2 -2.64232 -1.53525 1.31286
C1 0.76187 -0.96037 -0.38912
H1 1.54065 -0.64944 -1.09011
H2 -1.94952 -1.04097 0.80684
H3 1.11143 3.27687 -1.18044
H4 -2.72110 -0.98669 2.09980
H5 1.24002 -1.24726 0.54844
H6 0.30081 -1.85764 -0.80377
H7 1.11664 1.94129 -0.45780